[1]
Molecular formula: C21H35Br2CrN10S
Method: DFT, the ωB97M-V functional and the def2-TZVPD basis

Last column: Mulliken spin population.
Geometry (Å):
Cr 0.03 0.54 0.35  3.18
C -2.81 -2.84 -0.16  -0.01
C -2.11 -1.56 -0.50  0.02
N -1.39 -0.94 0.38  -0.12
N -1.36 -1.61 1.63  0.03
C -0.14 -1.93 1.94  0.01
N 0.05 -2.74 3.01  -0.01
S 1.27 -1.34 1.08  -0.09
C -2.25 -1.06 -1.90  0.02
C -2.28 -1.99 -2.94  0.00
C -2.44 -1.54 -4.24  0.00
C -2.58 -0.18 -4.45  0.00
C -2.54 0.67 -3.35  0.00
N -2.37 0.25 -2.10  0.01
H -3.20 -2.80 0.85  0.00
H -2.09 -3.66 -0.19  0.00
H -3.60 -3.04 -0.87  0.00
H -0.73 -3.29 3.32  0.00
H 0.98 -3.10 3.17  0.00
H -2.18 -3.05 -2.74  0.00
H -2.46 -2.23 -5.06  0.00
H -2.73 0.23 -5.44  0.00
H -2.65 1.74 -3.48  0.00
Br 0.78 -0.04 -2.18  -0.01
C 2.58 0.54 -1.82  0.00
Br 2.65 1.50 -0.15  0.01
H 2.88 1.21 -2.62  0.00
H 3.21 -0.34 -1.73  0.00
C -3.17 4.09 -1.62  0.00
N -1.79 3.76 -1.95  0.01
C -1.19 4.44 -3.11  0.00
C 0.15 3.72 -3.21  0.00
N 0.42 3.27 -1.83  0.00
C 1.07 4.35 -1.05  0.00
C -0.87 3.05 -1.28  0.00
N -0.99 2.24 -0.27  -0.05
C -2.22 2.06 0.51  0.01
C -1.81 2.07 1.96  0.02
N -0.56 1.31 2.16  -0.04
C -0.32 0.89 3.39  -0.01
N -1.21 0.87 4.44  0.00
C -2.07 1.98 4.88  0.00
C -0.69 -0.03 5.47  0.00
C 0.80 -0.13 5.14  0.00
N 0.85 0.32 3.75  0.00
C 2.12 0.83 3.29  0.01
H -3.47 4.91 -2.27  0.00
H -3.27 4.44 -0.60  0.00
H -3.85 3.25 -1.80  0.00
H -1.11 5.51 -2.93  0.00
H -1.80 4.28 -3.99  0.00
H 0.96 4.34 -3.57  0.00
H 0.07 2.84 -3.85  0.00
H 0.56 5.31 -1.17  0.00
H 2.10 4.45 -1.36  0.00
H 1.05 4.08 0.01  0.00
H -2.66 1.11 0.22  0.00
H -2.98 2.82 0.34  0.01
H -2.62 1.64 2.56  0.00
H -1.66 3.11 2.27  -0.01
H -1.85 2.89 4.34  0.00
H -1.86 2.17 5.93  0.00
H -3.13 1.74 4.78  0.00
H -1.19 -1.00 5.41  0.00
H -0.87 0.39 6.46  0.00
H 1.16 -1.16 5.22  0.00
H 1.42 0.51 5.76  0.00
H 2.54 1.50 4.05  0.00
H 1.98 1.39 2.37  -0.01
H 2.83 0.03 3.10  0.00

Computed properties:
**Spin multiplicity**: 4
**Orbital gap (spin up / spin down)**: 7.4 / 8.1 eV
**Charge**: +2
**Energy above the lowest of the compared OMol25 structures with the same formula, charge and spin**: 57.2 kcal/mol

[2]
Molecular formula: C24H29N5O7S2
Method: DFT, the ωB97M-V functional and the def2-TZVPD basis

Last column: Löwdin charge in e.
Geometry (Å):
C 3.26 3.18 1.71  -0.08
O 3.27 1.81 1.36  -0.21
C 4.33 1.10 1.96  -0.21
C 4.26 -0.37 1.54  -0.16
N 4.18 -0.61 0.12  -0.23
C 5.06 0.10 -0.78  -0.17
C 6.52 -0.35 -0.68  -0.20
O 6.84 -1.46 -1.48  -0.18
C 6.19 -2.66 -1.12  -0.09
S 2.69 -1.06 -0.47  0.68
O 2.15 -2.02 0.45  -0.29
O 2.88 -1.46 -1.83  -0.27
C 1.64 0.39 -0.44  -0.25
C 0.69 0.50 0.55  -0.03
C -0.09 1.64 0.62  0.00
C 0.11 2.67 -0.29  -0.17
C -0.63 3.96 -0.14  -0.44
O -0.07 5.03 -0.08  0.09
N -1.99 3.87 -0.01  0.14
C -2.78 2.73 -0.20  -0.25
C -3.84 2.49 0.67  0.00
C -4.59 1.33 0.54  -0.05
C -4.29 0.45 -0.48  -0.30
S -5.18 -1.09 -0.62  0.68
O -5.80 -1.20 -1.90  -0.29
O -5.98 -1.32 0.54  -0.27
N -3.90 -2.20 -0.68  -0.01
C -2.93 -2.23 0.27  -0.43
N -2.96 -1.25 1.16  0.13
C -2.02 -1.29 2.10  -0.12
C -1.05 -2.26 2.14  -0.03
C -1.08 -3.23 1.12  -0.31
C -0.05 -4.29 1.02  -0.02
N -2.04 -3.21 0.20  0.19
C -3.29 0.71 -1.39  -0.04
C -2.53 1.86 -1.25  0.00
C 1.08 2.55 -1.28  0.00
C 1.84 1.40 -1.37  -0.03
H 3.13 3.31 2.79  0.09
H 4.19 3.67 1.41  0.10
H 2.43 3.63 1.18  0.08
H 4.26 1.16 3.05  0.13
H 5.30 1.53 1.66  0.12
H 3.36 -0.83 1.96  0.11
H 5.13 -0.89 1.95  0.13
H 4.70 -0.13 -1.79  0.12
H 4.99 1.18 -0.62  0.12
H 7.17 0.45 -1.05  0.13
H 6.78 -0.56 0.37  0.12
H 5.11 -2.61 -1.29  0.07
H 6.62 -3.43 -1.75  0.09
H 6.37 -2.90 -0.06  0.09
H 0.57 -0.31 1.25  0.09
H -0.83 1.74 1.40  0.12
H -2.45 4.72 0.29  0.16
H -4.06 3.19 1.47  0.12
H -5.39 1.09 1.22  0.12
H -3.92 -2.95 -1.36  0.13
H -2.07 -0.49 2.83  0.12
H -0.29 -2.29 2.90  0.11
H 0.09 -4.79 1.98  0.09
H -0.32 -5.01 0.26  0.08
H 0.90 -3.81 0.75  0.06
H -3.11 0.02 -2.19  0.12
H -1.74 2.08 -1.96  0.12
H 1.24 3.37 -1.97  0.13
H 2.58 1.27 -2.14  0.12

Computed properties:
**Spin multiplicity**: 1
**Orbital gap**: 9.0 eV
**Energy above the lowest of the compared OMol25 structures with the same formula, charge and spin**: 2.8 kcal/mol

[3]
Molecular formula: C20H28O18
Method: DFT, the ωB97M-V functional and the def2-TZVPD basis

Last column: Löwdin charge in e.
Geometry (Å):
C 0.29 -3.78 -4.23  -0.02
C -0.43 -2.63 -4.90  -0.31
C -1.85 -2.94 -5.42  -0.09
O -2.71 -2.14 -4.64  0.08
C -2.00 -1.34 -3.81  -0.55
O -2.45 -0.50 -3.11  0.18
O -0.67 -1.59 -3.94  0.05
H 1.20 -3.39 -3.74  0.08
H 0.65 -4.52 -4.94  0.09
H -0.35 -4.18 -3.45  0.10
H 0.19 -2.21 -5.69  0.15
H -2.07 -4.01 -5.33  0.13
H -1.94 -2.65 -6.47  0.13
C 0.09 4.31 -1.60  -0.02
C -1.34 4.33 -1.13  -0.32
C -2.38 4.32 -2.25  -0.10
O -3.37 3.41 -1.79  0.08
C -2.83 2.59 -0.86  -0.55
O -3.29 1.57 -0.49  0.19
O -1.64 3.11 -0.42  0.05
H 0.24 3.50 -2.31  0.09
H 0.80 4.18 -0.78  0.09
H 0.32 5.26 -2.10  0.09
H -1.54 5.14 -0.43  0.15
H -1.94 3.95 -3.18  0.14
H -2.82 5.29 -2.44  0.14
O -2.01 -0.76 1.81  0.16
C -2.29 0.25 2.36  -0.57
O -3.52 0.78 2.46  0.07
C -3.40 2.05 3.13  -0.09
C -2.11 1.86 3.91  -0.10
O -1.37 1.06 2.97  0.04
H -3.36 2.84 2.39  0.13
H -4.25 2.20 3.80  0.14
H -2.18 1.34 4.86  0.14
H -1.63 2.82 4.10  0.14
O 6.59 -4.65 -0.02  0.16
C 5.48 -4.24 -0.06  -0.57
O 4.95 -3.59 -1.13  0.06
C 3.56 -3.39 -0.92  -0.12
C 3.33 -3.80 0.54  -0.11
O 4.57 -4.38 0.93  0.07
H 3.23 -2.37 -1.10  0.12
H 3.03 -4.01 -1.65  0.12
H 2.50 -4.50 0.65  0.13
H 3.08 -2.95 1.16  0.10
O 2.52 -0.67 1.60  0.15
C 1.58 -0.61 0.87  -0.57
O 1.03 -1.66 0.20  0.05
C 0.21 -1.11 -0.82  -0.11
C -0.21 0.26 -0.26  -0.08
O 0.89 0.51 0.64  0.07
H 0.72 -0.96 -1.77  0.12
H -0.61 -1.79 -1.05  0.13
H -1.14 0.24 0.30  0.09
H -0.19 0.98 -1.07  0.12
O 0.62 3.62 6.31  0.15
C 0.92 2.59 5.79  -0.60
O 0.85 1.36 6.33  0.06
C 1.21 0.37 5.37  -0.09
C 1.67 1.17 4.14  -0.09
O 1.37 2.53 4.52  0.05
H 1.99 -0.28 5.78  0.13
H 0.34 -0.25 5.16  0.12
H 1.15 0.98 3.21  0.10
H 2.74 1.09 3.99  0.13

Computed properties:
**Spin multiplicity**: 1
**Orbital gap**: 11.0 eV
**Energy above the lowest of the compared OMol25 structures with the same formula, charge and spin**: 0.0 kcal/mol

[4]
Molecular formula: C9H22N2Si
Method: DFT, the ωB97M-V functional and the def2-TZVPD basis

Last column: Löwdin charge in e.
Geometry (Å):
C -0.60 -0.21 -3.45  -0.08
C 0.30 0.34 -2.54  -0.27
C -0.93 2.20 1.81  -0.14
C 2.95 -0.65 -0.88  -0.15
C 2.23 -0.50 1.52  -0.09
C -0.12 -2.49 0.28  -0.15
C -2.10 -1.25 0.16  -0.13
C -2.33 2.50 1.31  -0.39
C 1.97 0.10 0.03  -0.47
N -2.52 1.96 -0.01  0.05
N -0.68 -1.21 0.09  -0.34
Si 0.24 -0.04 -0.71  0.73
H -0.59 -0.03 -4.50  0.02
H -1.08 -1.16 -3.11  0.05
H 1.13 0.99 -2.92  0.05
H -0.09 2.51 1.19  0.05
H -0.81 2.81 2.68  0.06
H -0.73 1.11 1.89  0.05
H 3.91 -0.43 -0.45  0.06
H 2.69 -1.78 -0.75  0.11
H 3.01 -0.42 -1.92  0.05
H 3.22 -0.22 1.75  0.05
H 2.15 -1.55 1.44  0.02
H 1.40 -0.11 2.19  0.09
H 0.96 -2.35 0.44  0.03
H -0.31 -2.77 1.32  0.10
H -0.17 -3.20 -0.54  0.10
H -2.53 -1.66 -0.65  0.04
H -2.33 -1.63 1.15  0.09
H -2.41 -0.20 0.34  0.05
H -3.03 1.91 1.97  0.11
H -2.53 3.57 1.50  0.10
H 2.30 1.17 0.12  0.11
H -2.58 2.68 -0.75  0.04

Computed properties:
**Spin multiplicity**: 1
**Orbital gap (spin up / spin down)**: 9.2 / 5.7 eV
**Energy above the lowest of the compared OMol25 structures with the same formula, charge and spin**: 147.4 kcal/mol

[5]
Molecular formula: C46H56N9O4P2
Method: DFT, the ωB97M-V functional and the def2-TZVPD basis

Last column: Löwdin charge in e.
Geometry (Å):
C 1.17 6.30 0.90  -0.08
C 2.09 6.93 -0.17  -0.40
C 1.53 6.53 -1.56  -0.06
C 3.57 6.60 -0.02  -0.14
C 3.92 5.09 -0.07  -0.34
C 4.94 4.78 1.07  -0.05
C 4.56 4.65 -1.39  -0.11
O 4.53 3.21 -1.61  0.00
N 3.24 2.75 -1.54  -0.12
C 2.97 1.96 -0.54  0.05
C 1.66 1.51 -0.40  -0.02
C 0.72 1.94 -1.32  -0.43
P -1.02 1.43 -1.16  0.94
P -1.56 2.18 0.83  0.28
O -2.30 1.17 1.58  -0.29
O -2.42 3.54 0.73  -0.15
O -0.24 2.59 1.68  -0.17
C 1.20 2.78 -2.35  -0.08
N 2.43 3.19 -2.46  0.20
H 0.14 6.55 0.63  0.07
H 1.36 6.68 1.92  0.09
H 1.22 5.20 0.95  0.05
H 1.93 8.01 -0.11  0.13
H 1.97 7.11 -2.37  0.06
H 0.43 6.62 -1.56  0.08
H 1.75 5.46 -1.72  0.04
H 4.11 7.16 -0.80  0.11
H 3.95 6.99 0.93  0.12
H 3.01 4.54 0.21  0.11
H 5.90 5.25 0.85  0.09
H 5.08 3.69 1.08  0.07
H 4.53 5.07 2.04  0.09
H 5.63 4.89 -1.32  0.14
H 4.20 5.21 -2.26  0.13
H 3.72 1.66 0.18  0.17
H 1.40 0.84 0.41  0.13
H -1.80 2.22 -2.04  -0.05
H -1.84 4.31 0.65  0.07
H -0.40 3.43 2.13  0.08
H 0.49 3.14 -3.09  0.13
N -0.48 -4.14 4.01  0.04
C 0.21 -3.11 4.49  -0.15
C 0.00 -1.79 4.10  -0.08
C -0.99 -1.54 3.15  -0.08
C -1.72 -2.60 2.65  -0.06
C -1.43 -3.87 3.11  -0.14
H 0.97 -3.35 5.22  0.11
H 0.59 -0.99 4.52  0.10
H -1.18 -0.52 2.82  0.07
H -2.49 -2.44 1.91  0.10
H -1.98 -4.73 2.74  0.09
N 0.13 -9.20 3.62  0.06
C 0.00 -7.88 3.75  -0.14
C 0.48 -6.96 2.83  -0.07
C 1.14 -7.45 1.71  -0.08
C 1.29 -8.82 1.56  -0.08
C 0.76 -9.65 2.54  -0.16
H -0.52 -7.55 4.64  0.11
H 0.34 -5.90 2.98  0.06
H 1.54 -6.77 0.97  0.10
H 1.80 -9.24 0.70  0.10
H 0.85 -10.73 2.46  0.10
N -4.38 -10.74 3.40  0.05
C -5.24 -10.23 4.29  -0.18
C -4.87 -9.82 5.56  -0.08
C -3.54 -9.94 5.93  -0.08
C -2.64 -10.46 5.02  -0.08
C -3.11 -10.84 3.77  -0.15
H -6.27 -10.17 3.96  0.10
H -5.61 -9.42 6.24  0.10
H -3.22 -9.63 6.92  0.10
H -1.59 -10.56 5.27  0.09
H -2.44 -11.25 3.03  0.10
N 4.22 9.76 -1.41  0.05
C 5.32 10.29 -0.86  -0.15
C 5.71 11.61 -1.03  -0.07
C 4.93 12.43 -1.83  -0.07
C 3.79 11.90 -2.41  -0.07
C 3.48 10.57 -2.17  -0.16
H 5.90 9.61 -0.25  0.10
H 6.61 11.98 -0.56  0.11
H 5.20 13.46 -1.99  0.11
H 3.15 12.51 -3.04  0.10
H 2.60 10.12 -2.61  0.10
N 2.22 7.43 -5.00  0.05
C 2.41 8.49 -5.78  -0.15
C 2.26 8.47 -7.16  -0.06
C 1.89 7.27 -7.76  -0.07
C 1.68 6.16 -6.96  -0.07
C 1.86 6.30 -5.59  -0.16
H 2.70 9.40 -5.27  0.10
H 2.43 9.36 -7.75  0.11
H 1.76 7.21 -8.83  0.11
H 1.39 5.21 -7.39  0.10
H 1.71 5.45 -4.92  0.09
N -4.75 -5.18 2.57  0.05
C -4.74 -6.49 2.81  -0.15
C -5.34 -7.43 1.99  -0.06
C -6.00 -6.99 0.86  -0.07
C -6.03 -5.63 0.58  -0.08
C -5.39 -4.77 1.47  -0.16
H -4.22 -6.79 3.71  0.10
H -5.30 -8.48 2.24  0.08
H -6.49 -7.69 0.19  0.11
H -6.53 -5.25 -0.29  0.10
H -5.38 -3.70 1.29  0.10
N -5.02 -5.73 -3.79  0.05
C -4.10 -5.66 -2.83  -0.17
C -3.44 -6.77 -2.32  -0.08
C -3.76 -8.02 -2.83  -0.08
C -4.71 -8.11 -3.83  -0.07
C -5.31 -6.93 -4.27  -0.16
H -3.88 -4.67 -2.46  0.10
H -2.70 -6.66 -1.54  0.10
H -3.27 -8.91 -2.46  0.11
H -4.99 -9.06 -4.25  0.10
H -6.06 -6.96 -5.05  0.10

Computed properties:
**Spin multiplicity**: 1
**Orbital gap**: 5.5 eV
**Charge**: +1

Repeat the second record exactly.
Molecular formula: C24H29N5O7S2
Method: DFT, the ωB97M-V functional and the def2-TZVPD basis

Last column: Löwdin charge in e.
Geometry (Å):
C 3.26 3.18 1.71  -0.08
O 3.27 1.81 1.36  -0.21
C 4.33 1.10 1.96  -0.21
C 4.26 -0.37 1.54  -0.16
N 4.18 -0.61 0.12  -0.23
C 5.06 0.10 -0.78  -0.17
C 6.52 -0.35 -0.68  -0.20
O 6.84 -1.46 -1.48  -0.18
C 6.19 -2.66 -1.12  -0.09
S 2.69 -1.06 -0.47  0.68
O 2.15 -2.02 0.45  -0.29
O 2.88 -1.46 -1.83  -0.27
C 1.64 0.39 -0.44  -0.25
C 0.69 0.50 0.55  -0.03
C -0.09 1.64 0.62  0.00
C 0.11 2.67 -0.29  -0.17
C -0.63 3.96 -0.14  -0.44
O -0.07 5.03 -0.08  0.09
N -1.99 3.87 -0.01  0.14
C -2.78 2.73 -0.20  -0.25
C -3.84 2.49 0.67  0.00
C -4.59 1.33 0.54  -0.05
C -4.29 0.45 -0.48  -0.30
S -5.18 -1.09 -0.62  0.68
O -5.80 -1.20 -1.90  -0.29
O -5.98 -1.32 0.54  -0.27
N -3.90 -2.20 -0.68  -0.01
C -2.93 -2.23 0.27  -0.43
N -2.96 -1.25 1.16  0.13
C -2.02 -1.29 2.10  -0.12
C -1.05 -2.26 2.14  -0.03
C -1.08 -3.23 1.12  -0.31
C -0.05 -4.29 1.02  -0.02
N -2.04 -3.21 0.20  0.19
C -3.29 0.71 -1.39  -0.04
C -2.53 1.86 -1.25  0.00
C 1.08 2.55 -1.28  0.00
C 1.84 1.40 -1.37  -0.03
H 3.13 3.31 2.79  0.09
H 4.19 3.67 1.41  0.10
H 2.43 3.63 1.18  0.08
H 4.26 1.16 3.05  0.13
H 5.30 1.53 1.66  0.12
H 3.36 -0.83 1.96  0.11
H 5.13 -0.89 1.95  0.13
H 4.70 -0.13 -1.79  0.12
H 4.99 1.18 -0.62  0.12
H 7.17 0.45 -1.05  0.13
H 6.78 -0.56 0.37  0.12
H 5.11 -2.61 -1.29  0.07
H 6.62 -3.43 -1.75  0.09
H 6.37 -2.90 -0.06  0.09
H 0.57 -0.31 1.25  0.09
H -0.83 1.74 1.40  0.12
H -2.45 4.72 0.29  0.16
H -4.06 3.19 1.47  0.12
H -5.39 1.09 1.22  0.12
H -3.92 -2.95 -1.36  0.13
H -2.07 -0.49 2.83  0.12
H -0.29 -2.29 2.90  0.11
H 0.09 -4.79 1.98  0.09
H -0.32 -5.01 0.26  0.08
H 0.90 -3.81 0.75  0.06
H -3.11 0.02 -2.19  0.12
H -1.74 2.08 -1.96  0.12
H 1.24 3.37 -1.97  0.13
H 2.58 1.27 -2.14  0.12

Computed properties:
**Spin multiplicity**: 1
**Orbital gap**: 9.0 eV
**Energy above the lowest of the compared OMol25 structures with the same formula, charge and spin**: 2.8 kcal/mol